C21H33BN4O7S | ωB97M-V/def2-TZVPD

Geometry as XYZ:
```
67
Properties=species:S:1:pos:R:3:forces:R:3
C -0.430956 2.028302 1.647943 0.382 -0.661 -0.916
C 0.296880 1.181466 0.402984 -0.157 0.834 1.833
O -0.733176 1.058298 -0.643519 2.096 1.682 0.228
C -0.822913 2.302710 -1.460017 -0.033 -0.226 -0.746
C -2.329508 2.923982 -1.265850 -0.268 -0.305 -0.976
O -2.377431 4.255987 -0.640631 -1.653 -1.249 1.261
C -3.470866 4.319520 0.385479 2.707 0.387 -0.543
O -4.725848 4.084943 -0.345616 0.058 -0.699 2.512
S -6.057026 3.884215 0.719310 0.208 0.155 4.048
O -5.572140 3.807348 2.217167 -1.140 -0.094 -5.809
O -6.765056 2.400483 0.262659 3.556 -0.578 1.136
B -5.854464 1.256858 0.462625 1.025 -2.206 -0.591
O -5.244928 0.823773 1.735307 -2.195 -0.697 -2.786
O -5.552444 0.410827 -0.738810 0.574 2.523 2.193
H -1.420019 1.436060 1.887299 1.819 1.437 -0.534
H -0.622942 3.108564 1.203071 0.179 -2.182 1.312
H 0.207846 2.040360 2.628067 -1.065 0.182 -1.961
H 0.645875 0.146615 0.836908 -1.010 1.662 -1.271
H 1.264293 1.734995 0.027866 -1.946 -0.987 0.583
H 0.052624 3.066130 -1.236254 -1.970 -1.464 -0.140
H -0.643791 1.942313 -2.584207 -0.667 0.890 2.397
H -2.803187 3.055009 -2.353059 0.820 -0.512 2.443
H -2.961843 2.177743 -0.594274 1.416 1.312 -1.584
H -3.410581 5.423472 0.820737 -0.301 -2.537 -0.943
H -3.198038 3.497377 1.178140 -1.126 1.596 -1.400
H -5.281942 -0.196428 1.723067 0.444 2.340 -0.186
H -4.586194 0.527393 -0.980713 -1.591 -0.505 0.504
N -2.157483 -2.833704 0.014410 -0.021 -0.035 -0.070
C -2.872620 -3.838214 -0.583986 -0.105 -0.098 -0.048
C -3.045271 -3.506559 -1.909277 -0.108 -0.350 0.259
C -2.406677 -2.260965 -2.118875 0.196 0.291 0.151
C -1.864377 -1.869993 -0.915136 0.093 0.127 0.091
H -1.887451 -2.807992 0.989117 -0.079 -0.026 -0.400
H -3.197923 -4.699939 -0.016695 0.032 0.135 -0.136
H -3.573011 -4.098430 -2.645830 0.081 0.086 0.147
H -2.348093 -1.708944 -3.048028 0.009 -0.075 0.156
H -1.297653 -0.990229 -0.640904 -0.167 -0.158 -0.156
N 2.663019 -0.773412 3.138631 -0.108 0.064 0.054
C 1.817499 -1.851418 3.099422 -0.195 -0.066 0.203
C 2.091265 -2.646948 4.189553 -0.304 0.040 -0.357
C 3.134633 -2.023722 4.914959 0.286 0.349 0.025
C 3.466370 -0.867295 4.245211 0.131 -0.050 0.117
H 2.689424 -0.025220 2.458085 0.000 -0.245 0.279
H 1.096435 -1.960678 2.300459 0.147 -0.055 0.141
H 1.592492 -3.575190 4.436375 0.077 0.161 -0.064
H 3.594058 -2.379794 5.827989 -0.069 0.082 -0.165
H 4.204246 -0.105886 4.460058 -0.117 -0.163 -0.020
N 2.942549 -3.801605 -1.632337 -0.020 -0.054 -0.074
C 3.573243 -4.676961 -0.787046 0.060 0.004 0.057
C 3.755743 -4.044134 0.422261 0.059 -0.367 -0.161
C 3.210612 -2.743335 0.303959 -0.127 0.359 -0.301
C 2.712683 -2.621580 -0.974000 0.071 0.098 0.024
H 2.686021 -3.996208 -2.591480 0.046 0.046 0.405
H 3.838896 -5.671996 -1.118024 -0.032 0.173 0.088
H 4.229172 -4.473449 1.295692 -0.099 0.076 -0.145
H 3.183547 -1.978044 1.068864 0.111 -0.266 -0.272
H 2.216978 -1.797997 -1.470339 0.010 -0.117 0.107
N 3.868309 0.656043 -2.925339 0.013 0.054 0.014
C 4.812226 1.532812 -3.393137 -0.015 0.061 -0.036
C 4.416890 2.806593 -3.050515 0.328 -0.168 -0.186
C 3.194471 2.693564 -2.346130 -0.288 -0.232 0.166
C 2.880591 1.354476 -2.280894 -0.045 -0.035 -0.013
H 3.896602 -0.349094 -3.037285 0.019 0.364 0.112
H 5.681270 1.176353 -3.929713 -0.149 0.100 0.092
H 4.951805 3.718578 -3.281770 -0.082 -0.173 0.038
H 2.606768 3.501905 -1.930590 0.092 -0.116 -0.064
H 2.040511 0.840303 -1.833394 0.105 0.083 -0.119
```
Forces are in eV/Å.

Values from the calculation:
* largest force on an atom: 5.92 eV/Å
* calculated total energy: -54113.4180 eV
* 2S+1: 1
* Kohn-Sham gap: 8.55 eV

C42H56N5Na | ωB97M-V/def2-TZVPD

Geometry as XYZ:
```
104
Properties=species:S:1:pos:R:3:forces:R:3
Na 0.219059 -0.072095 0.012439 0.252 0.265 0.365
C 5.196845 -1.372587 0.906979 0.017 0.057 -0.032
N 3.964332 -0.657664 1.125713 -0.015 -0.077 0.129
C 3.537401 0.084822 -0.040047 -0.102 -0.088 -0.033
C 3.866666 0.049452 2.363322 0.008 0.026 -0.019
C 4.998712 0.593522 2.955774 -0.046 -0.046 0.059
C 4.973421 1.178413 4.221481 -0.062 -0.008 -0.021
C 3.760904 1.215310 4.900427 0.034 -0.048 -0.102
C 2.611125 0.705568 4.319147 0.079 -0.030 -0.127
C 2.595388 0.130983 3.017292 -0.083 0.043 0.085
N 1.447277 -0.257756 2.404397 0.051 -0.042 -0.209
C 0.423901 -0.774057 3.156373 0.076 0.039 0.081
C 0.622490 -1.768088 4.138494 -0.106 -0.005 0.006
C -0.433565 -2.365356 4.810764 -0.005 0.094 -0.035
C -1.743851 -1.988793 4.537778 0.105 -0.011 -0.036
C -1.970086 -0.989935 3.594309 -0.014 -0.001 0.025
C -0.922501 -0.379067 2.916370 0.059 0.045 0.064
N -1.131583 0.680536 1.980053 -0.116 -0.052 0.047
C -0.667741 1.969605 2.498050 -0.055 0.014 -0.066
C -2.475695 0.808099 1.446817 0.040 -0.053 -0.017
H 6.026173 -0.733356 0.549949 0.010 0.027 0.012
H 5.038897 -2.148355 0.154945 0.037 0.065 0.006
H 5.513561 -1.850603 1.834198 -0.010 -0.017 -0.008
H 4.301660 0.804170 -0.378177 0.032 0.057 0.024
H 2.637952 0.643726 0.205131 0.009 0.065 0.004
H 3.312641 -0.591903 -0.871249 0.054 0.101 0.068
H 5.943536 0.530466 2.425009 -0.033 0.005 0.005
H 5.877792 1.587787 4.656601 -0.018 -0.015 0.012
H 3.711226 1.652892 5.892271 -0.038 0.002 0.015
H 1.671386 0.745461 4.858900 0.020 0.006 0.006
H 1.641743 -2.086369 4.327632 -0.019 0.014 0.014
H -0.236174 -3.138559 5.547341 0.025 0.003 -0.048
H -2.576335 -2.465238 5.042164 0.003 0.020 -0.010
H -2.990020 -0.681631 3.392577 0.052 0.007 -0.016
H -1.249561 2.264277 3.387880 -0.002 -0.025 -0.027
H -0.798463 2.733779 1.727322 0.001 -0.088 0.044
H 0.388343 1.913445 2.761066 -0.059 -0.042 -0.016
H -3.184009 1.254223 2.165275 -0.014 -0.017 0.017
H -2.860996 -0.167377 1.141494 0.063 0.050 -0.006
H -2.420874 1.447660 0.567081 -0.010 -0.002 -0.017
C 2.224911 2.648423 -2.095604 -0.076 0.112 0.117
C 1.484105 3.668076 -1.208972 -0.105 -0.270 -0.008
C 1.565261 3.302186 0.275483 0.040 -0.030 -0.153
C 0.053825 3.963508 -1.657358 0.037 0.075 -0.018
C -0.180074 5.271031 -2.046643 -0.067 -0.059 -0.037
C -1.402471 5.691612 -2.563338 0.043 -0.059 0.047
C -2.421065 4.759531 -2.592181 -0.001 -0.079 0.014
C -2.293496 3.435754 -2.154480 -0.074 0.070 -0.068
C -3.703157 2.815850 -1.937771 0.139 -0.042 0.238
C -4.240830 3.372085 -0.597231 0.054 -0.059 -0.054
C -4.013640 1.318422 -2.015759 -0.172 0.063 -0.044
C -0.983190 2.950111 -1.746885 0.056 -0.036 -0.177
N -0.628981 1.658256 -1.518557 0.020 -0.070 0.172
C -1.252348 0.691121 -2.302298 0.221 0.123 -0.084
C -1.093757 -0.658098 -2.316725 0.443 0.049 -0.488
N -0.167631 -1.499053 -1.677544 -0.318 -0.092 -0.038
C -0.466838 -2.830087 -1.845181 -0.067 0.070 0.088
C 0.527652 -3.770087 -2.251162 0.120 -0.183 -0.066
C 0.160839 -5.081872 -2.542096 0.051 0.110 -0.058
C -1.149179 -5.534660 -2.460393 -0.051 0.105 0.017
C -2.111878 -4.652360 -1.986469 0.108 -0.024 -0.018
C -1.791426 -3.345640 -1.644912 0.041 0.056 -0.074
C -2.808648 -2.513117 -0.880718 -0.075 -0.256 0.132
C -2.799142 -2.956173 0.591085 0.118 0.011 -0.153
C -4.223027 -2.581355 -1.454590 0.023 0.033 -0.041
C 2.012128 -3.432562 -2.351312 -0.115 0.238 0.146
C 2.584200 -3.194710 -0.947736 -0.112 0.038 -0.072
C 2.369951 -2.273099 -3.298483 -0.170 -0.169 0.008
H 3.251831 2.505366 -1.734658 -0.118 0.046 -0.048
H 2.269132 3.003757 -3.130565 -0.026 -0.025 0.075
H 1.702684 1.692795 -2.087311 0.027 -0.010 -0.028
H 2.018678 4.614553 -1.320642 0.055 0.097 -0.003
H 1.033043 2.371978 0.463665 0.044 -0.014 0.047
H 1.104794 4.081395 0.889708 -0.003 -0.035 -0.035
H 2.604556 3.185983 0.599537 -0.029 -0.056 -0.006
H 0.635951 5.987532 -1.986034 0.030 -0.063 0.008
H -1.553583 6.708469 -2.907030 -0.009 -0.019 0.001
H -3.401067 5.088140 -2.933961 -0.022 -0.039 0.025
H -4.319529 3.265030 -2.721070 -0.042 0.061 -0.044
H -3.544082 3.153952 0.215173 -0.074 -0.008 -0.032
H -5.216842 2.937193 -0.344791 0.085 0.040 -0.029
H -4.345220 4.457404 -0.647427 0.027 0.004 0.002
H -3.417007 0.714148 -1.338530 -0.055 -0.001 0.033
H -3.853749 0.922918 -3.020780 -0.037 -0.001 0.107
H -5.074549 1.178802 -1.770333 0.041 0.035 -0.010
H -1.875802 1.068059 -3.112696 0.003 -0.053 0.121
H -1.710523 -1.154896 -3.073240 -0.020 0.051 -0.052
H 0.932701 -5.770465 -2.878072 0.024 0.035 0.001
H -1.409610 -6.544835 -2.753196 0.007 -0.034 0.047
H -3.130304 -5.007233 -1.851804 0.019 0.031 0.027
H -2.489882 -1.477950 -0.925620 -0.075 0.088 0.062
H -3.004581 -4.029186 0.659432 -0.028 0.034 0.052
H -3.547710 -2.418547 1.179059 -0.036 0.018 0.023
H -1.820162 -2.770183 1.043225 -0.065 -0.050 -0.006
H -4.659728 -3.577100 -1.321222 -0.015 0.051 -0.053
H -4.220320 -2.341529 -2.522980 -0.021 -0.029 0.097
H -4.873129 -1.863008 -0.944439 0.016 -0.041 -0.017
H 2.493093 -4.329122 -2.754827 0.057 -0.070 0.020
H 2.075697 -2.355357 -0.462130 0.110 -0.168 -0.044
H 3.654277 -2.969489 -1.001389 -0.111 -0.045 -0.006
H 2.447358 -4.081027 -0.321374 -0.003 0.058 -0.013
H 1.800329 -1.384971 -3.030546 0.033 0.055 0.031
H 2.124460 -2.535122 -4.334120 0.014 0.033 0.086
H 3.445726 -2.055983 -3.244574 -0.130 -0.036 -0.007
```
Forces are in eV/Å.

Values from the calculation:
* largest force on an atom: 0.66 eV/Å
* calculated total energy: -56330.4290 eV
* charge: -2
* 2S+1: 1
* Kohn-Sham gap: 3.64 eV
* ΔE to the lowest compared entry with this formula, charge and spin: 0.334 eV